This record from OMol25 describes a molecular structure, C36H33Cl5N4O2Re. The level of theory is the ωB97M-V functional and the def2-TZVPD basis.

```
81
Properties=species:S:1:pos:R:3:mulliken_spin:R:1
Re 1.452 0.207 1.861 0.92
Cl 4.460 0.620 -0.391 0.00
C 4.578 -0.189 1.118 0.03
C 3.440 -0.309 1.915 -0.02
C 3.587 -1.003 3.110 -0.09
Cl 2.059 -1.054 4.009 0.02
C 4.737 -1.602 3.552 0.00
Cl 4.770 -2.470 5.020 0.00
C 5.870 -1.448 2.739 -0.01
Cl 7.342 -2.138 3.230 0.00
C 5.794 -0.732 1.533 0.00
Cl 7.194 -0.541 0.573 0.00
N 1.622 1.668 0.864 -0.04
C 1.765 2.681 0.058 0.05
C 1.775 2.371 -1.379 0.02
C 0.962 1.346 -1.877 0.02
C 1.054 0.967 -3.203 0.00
C 1.978 1.587 -4.039 0.00
C 2.791 2.603 -3.552 0.00
C 2.691 2.999 -2.230 0.00
C 1.922 4.035 0.582 0.01
C 1.748 5.142 -0.257 0.01
C 1.899 6.423 0.244 0.00
C 2.200 6.613 1.585 0.01
C 2.352 5.521 2.436 0.00
C 2.219 4.241 1.938 0.00
H 0.249 0.861 -1.220 -0.01
H 0.417 0.182 -3.591 0.00
H 2.065 1.275 -5.072 0.00
H 3.517 3.077 -4.202 0.00
H 3.355 3.763 -1.844 0.00
H 1.465 5.003 -1.291 0.00
H 1.770 7.276 -0.410 0.00
H 2.314 7.618 1.973 0.00
H 2.581 5.675 3.482 0.00
H 2.367 3.387 2.586 0.01
N -4.011 -0.667 1.622 0.00
C -3.249 0.556 2.087 0.00
C -1.788 0.243 1.821 -0.01
N -0.748 1.031 2.489 -0.01
H -5.019 -0.576 1.758 0.00
H -3.693 -1.502 2.118 0.00
H -3.848 -0.865 0.640 0.00
H -3.453 0.705 3.145 0.00
H -3.619 1.417 1.537 0.00
H -1.609 0.300 0.747 0.02
H -1.626 -0.779 2.114 0.00
H -0.781 0.899 3.495 0.00
H -0.836 2.028 2.314 0.00
C -6.429 -1.804 -0.755 0.00
C -4.959 -1.571 -1.023 0.00
C -4.529 -0.298 -1.398 0.00
C -3.192 -0.062 -1.669 0.00
C -2.275 -1.097 -1.607 0.00
C -2.691 -2.380 -1.257 0.00
N -1.802 -3.464 -1.297 0.00
C -0.416 -3.359 -1.429 0.00
C 0.247 -4.062 -2.434 0.00
C 1.598 -3.870 -2.663 0.00
C 2.314 -2.947 -1.899 0.01
C 1.680 -2.319 -0.848 0.01
C 0.326 -2.553 -0.566 0.00
C -0.296 -2.114 0.686 -0.01
O -1.443 -2.373 0.962 0.00
O 0.471 -1.443 1.600 0.05
C -4.031 -2.618 -0.922 0.00
C -4.427 -3.997 -0.447 0.00
H -7.020 -0.960 -1.107 0.00
H -6.634 -1.934 0.312 0.00
H -6.793 -2.699 -1.261 0.00
H -5.256 0.498 -1.517 0.00
H -2.876 0.911 -2.023 0.00
H -1.238 -0.928 -1.877 0.00
H -2.200 -4.367 -1.488 0.00
H -0.326 -4.733 -3.064 0.00
H 2.089 -4.418 -3.458 0.00
H 3.357 -2.743 -2.109 0.00
H 2.251 -1.652 -0.219 -0.01
H -3.713 -4.360 0.297 0.00
H -4.451 -4.727 -1.264 0.00
H -5.416 -4.002 0.005 0.00
```

## Properties
Total charge: +2
<S²>: 0.763
Multiplicity: 2

***

This record from OMol25 describes a molecular structure, C43H60BrHfN8O2. The level of theory is the ωB97M-V functional and the def2-TZVPD basis.

```
115
Properties=species:S:1:pos:R:3:mulliken_charge:R:1
Hf -0.351 0.579 0.910 1.93
C 1.159 6.403 2.636 -1.18
C 0.909 6.263 1.104 -1.19
C 0.150 5.003 0.690 -0.16
C -1.130 4.930 0.245 0.18
C -2.103 6.021 -0.022 -0.89
C -2.351 6.347 -1.484 -1.23
C -1.431 3.515 0.056 0.57
C -2.662 2.999 -0.131 -1.23
C -2.912 1.551 0.109 2.43
C -4.281 1.057 -0.349 0.25
C -5.577 1.658 0.153 -1.36
C -6.275 2.553 -0.830 -1.13
C -4.115 -0.014 -1.129 0.31
C -2.660 -0.321 -1.204 0.18
C -2.108 -1.479 -1.684 -1.32
C -0.707 -1.809 -1.542 -0.10
N 0.165 -1.129 -0.772 -0.50
C 1.397 -1.740 -0.964 -0.54
C 2.635 -1.225 -0.489 -0.79
C 2.852 -0.014 0.052 0.73
N 1.889 0.952 0.345 -0.53
C 2.549 2.062 0.678 0.68
C 1.976 3.331 0.895 -0.74
C 0.677 3.621 0.673 0.73
N -0.299 2.747 0.340 -0.40
C 3.979 1.840 0.708 0.32
C 4.193 0.543 0.307 0.24
C 5.491 -0.150 0.010 -1.03
C 6.030 -1.152 1.026 -1.10
C 4.963 2.948 0.944 -1.25
C 5.027 3.850 -0.290 -1.08
C 1.266 -2.886 -1.799 1.45
C -0.099 -2.925 -2.156 1.29
C -0.743 -3.928 -3.050 -1.15
C -1.230 -3.408 -4.412 -1.37
C 2.371 -3.652 -2.474 -1.33
C 2.814 -4.954 -1.792 -1.11
N -1.984 0.651 -0.569 -0.67
C -5.141 -0.755 -1.945 -1.18
C -5.160 -0.277 -3.414 -1.27
H 1.604 7.373 2.831 0.39
H 1.837 5.618 2.975 0.27
H 0.276 6.254 3.242 0.31
H 1.894 6.180 0.637 0.36
H 0.425 7.121 0.721 0.62
H -1.726 6.915 0.528 0.45
H -3.062 5.814 0.460 0.39
H -1.466 6.612 -2.008 0.34
H -3.106 7.132 -1.685 0.36
H -2.721 5.450 -2.003 0.29
H -3.496 3.692 -0.351 -0.04
H -5.312 2.141 1.094 0.43
H -6.225 0.803 0.465 0.49
H -5.620 3.345 -1.236 0.22
H -7.126 3.059 -0.360 0.45
H -6.698 1.945 -1.672 0.21
H -2.722 -2.171 -2.215 0.52
H 3.537 -1.808 -0.760 -0.01
H 2.645 4.134 1.183 0.41
H 6.252 0.627 -0.156 0.43
H 5.478 -0.663 -0.965 0.41
H 6.273 -0.648 1.954 0.32
H 6.939 -1.615 0.637 0.39
H 5.318 -1.940 1.254 0.16
H 5.944 2.520 1.248 0.49
H 4.696 3.504 1.823 0.43
H 5.406 3.238 -1.121 0.30
H 5.731 4.650 -0.192 0.39
H 4.019 4.229 -0.512 0.32
H -1.576 -4.398 -2.543 0.35
H -0.005 -4.748 -3.201 0.51
H -1.956 -2.639 -4.258 0.22
H -1.604 -4.190 -5.043 0.45
H -0.402 -2.933 -4.961 0.30
H 3.254 -3.013 -2.613 0.44
H 2.050 -3.904 -3.519 0.44
H 3.253 -4.789 -0.789 0.22
H 3.584 -5.493 -2.380 0.47
H 1.977 -5.629 -1.620 0.20
H -6.140 -0.665 -1.517 0.45
H -4.931 -1.811 -2.015 0.39
H -5.394 0.768 -3.439 0.35
H -5.871 -0.874 -3.997 0.40
H -4.132 -0.381 -3.808 0.28
N -1.747 -1.452 1.458 -0.64
C -0.923 -2.615 1.617 1.63
C -1.605 -3.904 1.954 -1.76
C -0.664 -5.095 2.042 -0.43
C 0.444 -5.222 1.001 -0.71
N 1.541 -4.245 1.089 0.77
C 2.299 -3.987 2.178 -0.20
N 3.179 -2.963 2.151 0.09
N 2.275 -4.794 3.276 -0.46
C 0.206 -2.119 2.518 0.39
O 0.536 -2.741 3.551 -0.72
O 0.813 -1.137 1.984 -0.24
H -2.093 -1.136 2.347 0.65
H -2.515 -1.561 0.816 0.20
H -0.374 -2.719 0.668 -1.28
H -2.298 -4.094 1.142 0.47
H -2.200 -3.875 2.871 0.37
H -1.270 -6.023 2.056 0.43
H -0.189 -5.017 3.042 0.16
H 0.064 -5.093 -0.043 0.15
H 0.877 -6.208 1.039 0.41
H 1.622 -3.606 0.287 -0.77
H 2.819 -2.113 1.629 -0.36
H 3.404 -2.612 3.087 0.41
H 1.449 -5.404 3.285 0.24
H 2.393 -4.340 4.164 0.34
C -2.556 1.300 1.598 -1.21
H -2.614 2.193 2.202 0.18
H -3.318 0.610 1.997 0.39
Br 0.174 1.554 3.503 -0.54
```

## Properties
Total charge: -1
Multiplicity: 1

***

This record from OMol25 describes a molecular structure, C3H8CdO2. The level of theory is the ωB97M-V functional and the def2-TZVPD basis.

```
14
Properties=species:S:1:pos:R:3:mulliken_spin:R:1
C 0.318 1.683 -0.705 0.16
C 1.401 0.848 -0.076 -0.01
O 1.088 0.669 1.327 -0.04
C 2.163 0.227 2.122 0.03
Cd -0.402 2.207 1.615 0.90
H 0.856 3.506 -0.109 0.02
H -0.129 1.026 -1.471 0.01
H 2.398 1.317 -0.145 0.00
H 1.488 -0.169 -0.500 -0.01
H 1.784 0.124 3.146 -0.02
H 2.547 -0.727 1.728 0.00
H 2.992 0.954 2.133 0.00
O 0.474 3.811 1.003 -0.03
H -0.216 2.539 -1.140 -0.02
```

## Properties
Total charge: -1
<S²>: 0.753
Multiplicity: 2

***

This record from OMol25 describes C3H4N4S2 in the gas phase. The level of theory is the ωB97M-V functional and the def2-TZVPD basis.

```
13
Properties=species:S:1:pos:R:3:mulliken_charge:R:1
N 2.191 -0.294 -0.560 -0.35
C 1.291 0.670 -0.931 0.19
S 1.727 1.578 -2.207 -0.42
N 0.294 1.178 -0.145 -0.20
C -0.627 0.314 0.399 0.48
N -0.220 -0.825 1.077 -0.24
N -1.369 -1.586 1.432 -0.44
C -2.526 -1.083 0.908 -0.04
S -2.292 0.439 0.061 -0.09
H 2.010 -0.822 0.267 0.25
H 3.121 -0.089 -0.733 0.24
H -0.050 2.080 -0.393 0.27
H -3.549 -1.560 0.826 0.35
```

## Properties
SMILES: NC(=S)Nc1nncs1
Multiplicity: 1

***

This record from OMol25 describes a molecular structure, C30H48BiP2. The level of theory is the ωB97M-V functional and the def2-TZVPD basis.

```
81
Properties=species:S:1:pos:R:3:mulliken_charge:R:1
Bi -0.617 0.545 -1.585 0.55
C -0.649 -2.423 1.240 0.48
C 0.684 -2.489 0.744 0.79
C 0.661 -1.104 2.584 0.56
C -0.665 -1.564 2.368 0.55
C 1.492 -1.673 1.583 0.31
C -1.810 -3.191 0.749 -1.75
H -1.609 -3.671 -0.210 0.36
H -2.706 -2.574 0.635 0.37
H -2.067 -3.989 1.460 0.31
C -1.845 -1.149 3.143 -1.36
H -2.754 -1.592 2.731 0.39
H -1.957 -0.056 3.094 0.15
H -1.802 -1.415 4.208 0.30
C 1.064 -0.128 3.612 -1.36
H 1.019 -0.499 4.645 0.30
H 0.404 0.746 3.562 0.19
H 2.083 0.213 3.434 0.37
C 2.951 -1.491 1.490 -1.61
H 3.480 -2.065 2.265 0.27
H 3.242 -0.445 1.628 0.33
H 3.340 -1.824 0.525 0.35
C 1.179 -3.397 -0.306 -1.78
H 1.569 -4.313 0.167 0.33
H 1.996 -2.974 -0.898 0.34
H 0.395 -3.707 -1.000 0.34
C -1.936 1.277 -6.127 -0.70
C -2.027 -0.094 -5.926 -0.42
C -1.290 -1.036 -6.863 -1.21
C 0.195 -0.678 -7.084 -0.98
C 0.863 0.008 -5.935 -0.83
C 1.060 1.349 -5.876 -0.30
C 0.355 2.310 -6.838 -1.06
C -1.116 1.935 -7.194 -1.06
H -1.842 -1.009 -7.826 0.44
H 0.272 -0.044 -7.981 0.30
H -1.364 -2.073 -6.490 0.38
H -1.120 1.329 -8.120 0.36
H -2.690 1.966 -5.699 0.89
H -2.899 -0.589 -5.464 0.82
H -1.628 2.889 -7.418 0.44
H 0.349 3.333 -6.416 0.32
H 1.925 1.745 -5.324 1.22
H 0.957 2.353 -7.764 0.48
H 0.749 -1.621 -7.261 0.42
H 1.387 -0.661 -5.238 0.90
P -1.785 0.678 -3.819 1.35
P 1.508 2.016 -1.994 0.67
C -0.688 2.297 -3.892 -0.60
C 0.594 2.953 -3.255 -1.52
H -1.367 3.114 -4.208 0.74
H -0.217 1.875 -4.821 -0.81
H 1.325 3.118 -4.072 0.84
H 0.345 3.960 -2.875 0.45
C 2.226 3.216 -0.875 -1.18
H 2.893 2.709 -0.161 0.41
H 1.448 3.759 -0.314 0.31
H 2.806 3.926 -1.489 0.42
C 2.736 0.825 -2.557 -0.96
H 3.515 1.359 -3.127 0.44
H 2.312 0.021 -3.190 0.10
H 3.203 0.335 -1.678 0.34
C -3.577 0.816 -3.558 -1.14
H -3.944 0.003 -2.899 0.39
H -4.156 0.765 -4.504 0.51
H -3.845 1.763 -3.059 0.33
C -0.930 -1.021 -3.796 -0.78
H -0.245 -1.229 -2.935 0.07
H -0.266 -1.134 -4.678 -0.05
H -1.703 -1.799 -3.806 0.46
C -2.427 4.836 1.049 -0.50
C -1.861 3.774 1.772 -0.50
C -1.382 2.612 1.112 -0.28
C -1.467 2.502 -0.285 -0.24
C -2.048 3.553 -0.996 0.15
C -2.514 4.717 -0.344 -0.85
H -2.796 5.737 1.550 0.37
H -1.787 3.860 2.857 0.43
H -0.941 1.819 1.716 0.47
H -2.141 3.503 -2.081 0.24
H -2.940 5.532 -0.939 0.39
```

## Properties
Total charge: +1
Multiplicity: 1

***

Sequential energy above the lowest of the compared OMol25 structures with the same formula, charge and spin output: 9.0 0.0 60.3 0.0 157.3 kcal per mole